Record 1
ORCA calculation (ωB97M-V/def2-TZVPD) on a cluster of 2 separate species, C4H8N2O in total.

Properties
Highest occupied orbital energy in eV: -8.53
Molecular weight in g/mol: 100.1
Frontier orbital gap in eV: 9.3
Energy above the lowest of the compared OMol25 structures with the same formula, charge and spin in eV: 3.036

Cartesian coordinates (Å):
C -0.29 1.27 0.03
C 1.71 -0.16 -0.03
H -0.61 1.27 -1.02
H -1.73 -1.72 -1.29
H -2.06 0.16 0.58
N 1.15 1.07 0.12
O 2.87 -0.39 -0.26
H -0.90 0.31 1.88
H 1.78 1.82 -0.14
N 0.79 -1.25 0.17
H -0.52 2.25 0.46
H 1.26 -2.14 0.04
C -0.99 0.15 0.80
H -1.98 -1.40 -1.92
C -0.47 -1.25 0.59

Record 2
ORCA calculation (ωB97M-V/def2-TZVPD) on a structure of composition C19H32CoO2S2Si.

Properties
2S+1: 5
Total charge: -1
Highest occupied orbital energy (alpha / beta) in eV: -3.90 / -4.67
Molecular weight in g/mol: 443.6
Frontier orbital gap (alpha / beta) in eV: 6.7 / 6.5
<S²>: 6.018

Cartesian coordinates (Å):
H 1.81 1.61 1.19
O -1.36 0.03 -3.29
C -0.79 -0.24 2.49
Co -1.16 0.68 -1.51
H -0.44 -3.14 1.98
C 1.64 -0.82 2.47
H 2.62 -0.59 2.05
C -0.62 -3.12 -1.48
H 0.38 -3.51 -1.68
H 3.74 -2.23 -1.05
H 1.15 -0.31 -2.94
C 0.52 -0.11 1.69
H -0.82 -4.41 0.82
H -1.64 0.21 1.96
H -0.65 6.29 1.65
H 2.26 -3.17 -0.81
S -0.29 2.78 -1.71
C -0.26 -3.47 0.96
C -2.66 3.57 1.49
H 0.09 1.97 1.11
C -1.48 0.40 -4.54
H 0.31 5.19 -0.35
H 1.63 -0.45 3.51
H 1.26 -2.06 -2.82
C 1.75 -1.13 -2.53
C 2.76 -2.23 -0.55
H 0.81 -3.71 0.86
H 3.68 0.22 -1.45
H -2.44 -1.72 1.10
H -0.68 0.30 3.44
H -1.32 -3.97 -1.52
H -0.82 -0.17 -5.21
H -2.79 -3.11 0.06
H -2.63 -1.49 -0.63
C 2.81 0.26 -0.79
H 3.18 0.33 0.24
O -2.23 1.23 -5.00
H -2.55 5.22 2.85
H -3.49 3.10 2.00
S -2.87 1.45 -0.21
C -0.72 -2.46 -0.09
C 0.85 1.39 1.65
H 2.26 1.18 -1.01
Si 0.25 -0.78 -0.10
C -2.13 4.76 1.96
H 2.74 -1.10 -3.03
C -1.07 5.36 1.29
C -2.15 2.95 0.34
H -1.04 -1.27 2.72
H -0.89 -2.43 -2.29
H 1.53 -1.91 2.51
H 0.87 1.78 2.68
C -0.53 4.74 0.17
C -2.22 -2.17 0.13
C 1.95 -1.00 -1.01
H 2.95 -2.24 0.53
C -1.05 3.54 -0.32

Record 3
ORCA calculation (ωB97M-V/def2-TZVPD) on a cluster of 2 separate species, CH4Cl2Si in total.

Properties
SMILES string: C=[Si](Cl)Cl.[H][H]
Highest occupied orbital energy in eV: -8.55
Molecular weight in g/mol: 115.0
Frontier orbital gap in eV: 8.7
Energy above the lowest of the compared OMol25 structures with the same formula, charge and spin in eV: 3.246

Cartesian coordinates (Å):
Si -1.68 -0.96 -2.06
Cl -1.22 -2.92 -2.04
H -0.30 -0.65 1.57
Cl -3.58 -0.64 -2.55
H -1.16 1.39 -1.95
H 0.44 -0.82 1.44
C -0.64 0.44 -1.81
H 0.43 0.16 -2.02

Record 4
ORCA calculation (ωB97M-V/def2-TZVPD) on a structure of composition C26H25N9O5PS4W.

Properties
Total charge: +1
Highest occupied orbital energy (alpha / beta) in eV: -10.28 / -10.27
Molecular weight in g/mol: 886.6
Frontier orbital gap (alpha / beta) in eV: 4.8 / 4.8
Energy above the lowest of the compared OMol25 structures with the same formula, charge and spin in eV: 3.784

Cartesian coordinates (Å):
N -4.28 -1.51 -0.08
N -2.74 -0.10 -1.32
N -3.51 -1.12 2.16
H 6.44 -0.87 -0.74
H -1.99 0.19 1.62
P -1.51 -1.89 0.37
C 1.58 -2.04 2.91
H 0.78 7.09 -1.09
N 1.65 2.30 -0.69
C 1.54 -2.46 0.43
H -1.67 7.39 -1.10
C -3.77 -2.51 2.49
H -5.58 -2.96 0.65
H 2.32 3.98 -0.83
H -1.53 -1.14 2.72
H -1.72 -3.95 1.71
C -2.31 -3.53 0.89
N 2.13 -4.83 -4.40
H -3.07 -2.84 3.25
C -4.55 -2.90 0.28
C -0.15 3.86 -0.68
H -2.85 0.69 -0.66
H -2.26 -4.22 0.04
C 3.33 0.80 -0.65
C -1.25 6.40 -0.99
H 0.22 1.45 2.12
W 0.23 -0.27 -0.76
S 1.06 0.06 -3.15
C 1.44 -1.16 3.94
C 2.15 -3.70 -4.18
C 0.12 6.25 -0.98
H -2.18 3.18 -0.62
C -4.41 -0.69 1.11
H 0.81 0.86 4.44
C 2.15 -2.32 -3.92
S -0.31 -2.53 -2.76
O 1.91 -3.61 0.39
H 6.02 1.12 -2.09
H 1.98 -3.04 3.04
C 3.34 -1.61 -4.13
S 4.04 -0.77 -0.64
C 0.38 2.52 -0.53
H -4.79 -2.58 2.88
H 6.73 1.77 -0.60
C 0.61 0.47 2.37
O 1.38 -1.68 -0.69
C 1.22 -1.66 1.61
N 0.72 -0.38 1.30
C 1.06 -1.69 -3.34
O -1.38 -0.11 -1.71
O 2.03 4.91 -0.87
N 4.34 -1.04 -4.19
H 5.87 -0.06 0.74
O -0.41 1.50 -0.22
H -5.43 -0.78 1.47
C -1.54 4.05 -0.71
N -3.66 -3.36 1.32
C -2.09 5.30 -0.86
H -4.46 -3.54 -0.61
C -3.02 -1.40 -0.76
H 1.71 -1.42 4.95
C 5.74 -0.14 -0.34
H -3.03 -2.10 -1.61
C -2.13 -0.88 1.84
N 2.02 0.97 -0.59
C 5.89 1.21 -1.01
C 0.94 0.14 3.65
C 0.70 4.98 -0.85
S 4.38 2.18 -0.70
H -3.16 5.43 -0.89
H -4.24 0.36 0.86

Record 5
ORCA calculation (ωB97M-V/def2-TZVPD) on a structure of composition C17H21N3O4S.

Properties
Highest occupied orbital energy in eV: -7.85
Molecular weight in g/mol: 363.4
Frontier orbital gap in eV: 7.2
Energy above the lowest of the compared OMol25 structures with the same formula, charge and spin in eV: 15.715

Cartesian coordinates (Å):
S -2.26 -3.39 0.62
H -3.41 -0.25 -1.89
H 2.78 -2.06 0.94
H 0.95 1.50 -2.22
C 1.23 0.86 -1.53
O 4.86 -1.27 1.22
H 0.04 2.32 0.08
H -3.82 0.35 2.18
N -0.02 -2.19 0.20
C 2.19 -1.21 0.20
C -1.47 1.49 1.68
C -3.20 0.23 1.01
H -3.80 2.72 0.98
O -1.36 0.44 -2.13
H 7.28 -0.23 -0.12
C 3.09 -0.22 -0.28
C -1.19 -2.09 -0.10
H -3.90 1.80 -0.74
H 3.36 1.60 -1.33
C -3.20 2.33 0.11
H -2.04 2.15 2.56
H -2.62 -0.50 1.85
C -0.58 2.92 1.01
H -5.01 -0.10 0.14
C 2.68 0.57 -1.14
H -3.59 -2.18 -1.43
O -1.48 3.76 0.61
H -0.83 0.89 2.31
C 6.68 0.70 0.28
C -1.03 -0.22 -1.26
C 0.39 -0.02 -0.95
H -2.90 4.00 -0.84
C -4.05 -0.68 0.38
C -3.20 -0.97 -1.00
H 7.24 1.65 -0.32
H -4.43 -1.69 0.72
O 5.29 0.51 -0.35
N -1.80 -1.23 -0.74
C 4.47 -0.39 0.36
C 0.95 -1.27 -0.12
H -1.78 2.76 -1.28
N -2.32 1.16 0.69
H 0.07 3.43 1.83
H 6.76 0.75 1.26
C -2.26 3.24 -0.38
H 0.23 -2.86 1.03